[1]
Here is C23H19N2O4SSeTc as an isolated structure from the Open Molecules 2025 dataset. Energies are from ωB97M-V/def2-TZVPD.

The gap between HOMO and LUMO (spin up / spin down) comes out at 6.81 / 7.59 eV. Its HOMO energy (spin up / spin down) is -11.7 / -11.6 eV. The LUMO energy (spin up / spin down) comes out at -4.845 / -4.045 eV.

Geometry as ORCA input:
```
! wB97M-V def2-TZVPD RIJCOSX def2/J DEFGRID3
* xyz 1 2
Tc -0.685 -0.676 -0.371
C 5.480 -3.078 3.817
C 4.627 -2.589 2.687
C 5.165 -2.395 1.417
C 4.373 -1.974 0.361
C 3.026 -1.747 0.587
C 2.461 -1.924 1.844
C 3.265 -2.340 2.885
S 2.007 -1.252 -0.743
O 0.836 -2.188 -0.768
O 2.774 -1.081 -1.928
N 1.152 0.061 -0.297
C 1.396 1.399 -0.586
C 2.606 2.038 -0.613
C 2.657 3.420 -0.885
C 1.520 4.139 -1.118
C 0.259 3.496 -1.103
C -0.956 4.149 -1.384
C -2.124 3.436 -1.401
C -2.098 2.064 -1.124
N -0.982 1.414 -0.831
C 0.204 2.117 -0.830
H 6.533 -2.859 3.647
H 5.379 -4.160 3.921
H 5.180 -2.629 4.763
H 6.218 -2.577 1.249
H 4.790 -1.828 -0.626
H 1.407 -1.734 2.004
H 2.836 -2.475 3.870
H 3.522 1.492 -0.432
H 3.620 3.911 -0.905
H 1.566 5.199 -1.330
H -0.953 5.211 -1.593
H -3.071 3.904 -1.626
H -3.010 1.488 -1.130
Se -2.346 -1.615 -1.667
C -3.994 -0.664 -1.567
C -4.756 -0.545 -2.727
C -5.991 0.084 -2.674
C -6.473 0.567 -1.466
C -5.723 0.429 -0.303
C -4.483 -0.184 -0.352
H -4.386 -0.941 -3.663
H -6.584 0.186 -3.573
H -7.443 1.045 -1.427
H -6.109 0.793 0.640
H -3.894 -0.300 0.552
O -3.009 -2.656 0.955
C -2.254 -2.120 1.709
O -1.305 -1.231 1.340
H -2.229 -2.276 2.794
*
```

Atom charges from the natural (NBO) analysis, given in e for atoms 1 to 5: atom 1 (Tc): 1.05, atom 2 (C): -0.64, atom 3 (C): 0.05, atom 4 (C): -0.21, atom 5 (C): -0.14

***

[2]
Here is C23H19N3NdTe as an isolated structure from the Open Molecules 2025 dataset. Energies are from ωB97M-V/def2-TZVPD.

The gap between HOMO and LUMO (spin up / spin down) comes out at 5.80 / 5.89 eV. Its HOMO energy (spin up / spin down) is -16.5 / -16.5 eV. The LUMO energy (spin up / spin down) comes out at -10.726 / -10.633 eV.

Geometry as ORCA input:
```
! wB97M-V def2-TZVPD RIJCOSX def2/J DEFGRID3
* xyz 3 4
Nd -0.052 1.122 1.923
C -0.749 -3.355 1.940
C -1.833 -3.536 1.018
C -2.316 -2.449 0.362
C -1.789 -1.175 0.543
N -0.844 -0.970 1.487
C -0.322 -2.038 2.170
C -2.267 -0.010 -0.166
C -3.294 -0.054 -1.104
C -3.675 1.136 -1.729
C -3.135 2.301 -1.252
C -2.205 2.303 -0.265
N -1.677 1.160 0.221
C -1.686 3.636 0.267
C -2.085 4.934 -0.035
C -1.411 5.972 0.528
C -0.256 5.731 1.352
C -0.016 4.432 1.657
N -0.689 3.367 1.171
H -0.286 -4.184 2.415
H -2.276 -4.514 0.936
H -3.122 -2.528 -0.365
H 0.456 -1.789 2.853
H -3.699 -0.978 -1.340
H -4.442 1.195 -2.550
H -3.567 3.228 -1.704
H -2.842 5.076 -0.792
H -1.629 7.038 0.376
H 0.312 6.549 1.813
H 0.840 4.164 2.288
C 1.711 -0.476 -1.278
Te 2.559 0.792 0.224
C 2.994 -1.138 1.064
C 3.142 -2.061 -0.109
C 3.845 -3.246 -0.019
C 4.055 -3.998 -1.150
C 3.593 -3.552 -2.379
C 2.874 -2.369 -2.521
C 2.590 -1.669 -1.305
H 1.433 0.133 -2.133
H 0.692 -0.845 -0.940
H 2.146 -1.434 1.795
H 3.866 -1.118 1.637
H 4.204 -3.560 0.987
H 4.560 -4.971 -1.096
H 3.750 -4.111 -3.252
H 2.542 -2.143 -3.541
*
```

Atom charges from the Löwdin analysis, given in e for atoms 1 to 5: atom 1 (Nd): 1.80, atom 2 (C): 0.06, atom 3 (C): 0.05, atom 4 (C): 0.04, atom 5 (C): -0.21

***

[3]
Here is C23H19N6O4RuS2 as an isolated structure from the Open Molecules 2025 dataset. Energies are from ωB97M-V/def2-TZVPD.

The gap between HOMO and LUMO (spin up / spin down) comes out at 5.83 / 5.89 eV. Its HOMO energy (spin up / spin down) is -10.9 / -10.9 eV. The LUMO energy (spin up / spin down) comes out at -5.020 / -4.961 eV.

Geometry as ORCA input:
```
! wB97M-V def2-TZVPD RIJCOSX def2/J DEFGRID3
* xyz 1 1
Ru 0.736 0.089 0.309
O 4.437 -1.261 1.193
C 3.258 -1.032 1.045
N 2.678 0.081 0.561
C 3.451 1.244 0.215
C 2.500 2.403 0.155
C 2.925 3.708 -0.045
C 1.994 4.726 -0.081
C 0.644 4.425 0.078
C 0.279 3.116 0.268
N 1.187 2.120 0.303
C 2.189 -2.086 1.415
C 2.465 -2.606 2.795
C 1.462 -2.945 3.604
C 0.096 -2.754 3.161
C -0.175 -2.025 2.065
N 0.840 -1.463 1.300
H 3.957 1.140 -0.752
H 4.232 1.435 0.957
H 3.981 3.908 -0.163
H 2.312 5.749 -0.230
H -0.113 5.195 0.049
H -0.754 2.822 0.386
H 3.510 -2.730 3.048
H 1.653 -3.375 4.577
H -0.721 -3.188 3.720
H -1.181 -1.830 1.723
O -3.757 -0.468 -2.825
C -2.708 -0.850 -3.570
C -2.976 -1.260 -4.876
C -1.952 -1.676 -5.698
C -0.631 -1.698 -5.245
C -0.355 -1.295 -3.962
C -1.379 -0.862 -3.104
C -1.050 -0.432 -1.757
O 0.248 -0.457 -1.414
N -1.946 -0.045 -0.908
N -1.353 0.294 0.300
C -2.160 0.677 1.229
S -3.873 0.830 0.988
C -4.235 1.110 2.747
C -3.076 1.872 3.356
S -1.542 1.064 2.811
H -3.449 -0.223 -1.934
H -4.003 -1.243 -5.214
H -2.181 -1.992 -6.707
H 0.166 -2.032 -5.895
H 0.660 -1.309 -3.591
H -4.381 0.146 3.231
H -5.160 1.681 2.801
H -3.095 1.831 4.444
H -3.064 2.912 3.035
O 4.000 -4.486 -0.392
C 3.182 -3.802 0.055
N 2.229 -3.156 0.443
*
```

Atom charges from the natural (NBO) analysis, given in e for atoms 1 to 5: atom 1 (Ru): 1.13, atom 2 (O): -0.58, atom 3 (C): 0.67, atom 4 (N): -0.61, atom 5 (C): -0.28

***

[4]
Here is a single C23H19NO6S molecule from the Open Molecules 2025 dataset. Energies are from ωB97M-V/def2-TZVPD.

The gap between HOMO and LUMO comes out at 8.36 eV. Its HOMO energy is -8.4 eV. The LUMO energy comes out at -0.081 eV. Its SMILES is Cc1ccc(S(=O)(=O)Oc2ccc(/C=C(/NC(=O)c3ccccc3)C(=O)O)cc2)cc1.

Geometry as ORCA input:
```
! wB97M-V def2-TZVPD RIJCOSX def2/J DEFGRID3
* xyz 0 1
C -3.955 -4.435 1.104
C -4.203 -2.981 0.845
C -4.139 -2.064 1.891
C -4.387 -0.722 1.668
C -4.700 -0.301 0.392
S -5.008 1.421 0.061
O -6.201 1.575 -0.701
O -4.854 2.188 1.258
O -3.818 1.750 -0.992
C -2.500 1.510 -0.690
C -2.014 1.484 0.610
C -0.674 1.231 0.833
C 0.200 0.974 -0.223
C 1.609 0.747 0.058
C 2.430 -0.150 -0.522
N 3.806 -0.205 -0.300
C 4.575 0.566 0.525
O 4.127 1.413 1.271
C 6.031 0.255 0.457
C 6.792 0.493 1.599
C 8.150 0.236 1.602
C 8.765 -0.245 0.458
C 8.019 -0.461 -0.689
C 6.657 -0.216 -0.694
C 2.031 -1.249 -1.437
O 2.844 -1.882 -2.076
O 0.733 -1.548 -1.449
C -0.298 1.037 -1.524
C -1.632 1.297 -1.758
C -4.775 -1.188 -0.661
C -4.524 -2.529 -0.431
H -3.129 -4.567 1.799
H -3.732 -4.965 0.182
H -4.841 -4.886 1.550
H -3.895 -2.408 2.885
H -4.351 0.003 2.466
H -2.681 1.696 1.429
H -0.297 1.217 1.845
H 2.050 1.398 0.802
H 4.260 -0.930 -0.847
H 6.296 0.878 2.476
H 8.731 0.415 2.495
H 9.826 -0.443 0.456
H 8.501 -0.820 -1.587
H 6.099 -0.365 -1.608
H 0.576 -2.297 -2.047
H 0.372 0.905 -2.360
H -2.021 1.355 -2.763
H -5.035 -0.817 -1.639
H -4.582 -3.234 -1.248
*
```

Atom charges from the natural (NBO) analysis, given in e for atoms 1 to 5: atom 1 (C): -0.63, atom 2 (C): 0.02, atom 3 (C): -0.22, atom 4 (C): -0.16, atom 5 (C): -0.39

***

Repeat the fourth record exactly.
Here is a single C23H19NO6S molecule from the Open Molecules 2025 dataset. Energies are from ωB97M-V/def2-TZVPD.

The gap between HOMO and LUMO comes out at 8.36 eV. Its HOMO energy is -8.4 eV. The LUMO energy comes out at -0.081 eV. Its SMILES is Cc1ccc(S(=O)(=O)Oc2ccc(/C=C(/NC(=O)c3ccccc3)C(=O)O)cc2)cc1.

Geometry as ORCA input:
```
! wB97M-V def2-TZVPD RIJCOSX def2/J DEFGRID3
* xyz 0 1
C -3.955 -4.435 1.104
C -4.203 -2.981 0.845
C -4.139 -2.064 1.891
C -4.387 -0.722 1.668
C -4.700 -0.301 0.392
S -5.008 1.421 0.061
O -6.201 1.575 -0.701
O -4.854 2.188 1.258
O -3.818 1.750 -0.992
C -2.500 1.510 -0.690
C -2.014 1.484 0.610
C -0.674 1.231 0.833
C 0.200 0.974 -0.223
C 1.609 0.747 0.058
C 2.430 -0.150 -0.522
N 3.806 -0.205 -0.300
C 4.575 0.566 0.525
O 4.127 1.413 1.271
C 6.031 0.255 0.457
C 6.792 0.493 1.599
C 8.150 0.236 1.602
C 8.765 -0.245 0.458
C 8.019 -0.461 -0.689
C 6.657 -0.216 -0.694
C 2.031 -1.249 -1.437
O 2.844 -1.882 -2.076
O 0.733 -1.548 -1.449
C -0.298 1.037 -1.524
C -1.632 1.297 -1.758
C -4.775 -1.188 -0.661
C -4.524 -2.529 -0.431
H -3.129 -4.567 1.799
H -3.732 -4.965 0.182
H -4.841 -4.886 1.550
H -3.895 -2.408 2.885
H -4.351 0.003 2.466
H -2.681 1.696 1.429
H -0.297 1.217 1.845
H 2.050 1.398 0.802
H 4.260 -0.930 -0.847
H 6.296 0.878 2.476
H 8.731 0.415 2.495
H 9.826 -0.443 0.456
H 8.501 -0.820 -1.587
H 6.099 -0.365 -1.608
H 0.576 -2.297 -2.047
H 0.372 0.905 -2.360
H -2.021 1.355 -2.763
H -5.035 -0.817 -1.639
H -4.582 -3.234 -1.248
*
```

Atom charges from the natural (NBO) analysis, given in e for atoms 1 to 5: atom 1 (C): -0.63, atom 2 (C): 0.02, atom 3 (C): -0.22, atom 4 (C): -0.16, atom 5 (C): -0.39